Here is a structure of composition C5H8BNO3 in a non-equilibrium geometry from the Open Molecules 2025 dataset. Energies are from ωB97M-V/def2-TZVPD.

XYZ file:
```
18
C5H8BNO3 ωB97M-V/def2-TZVPD
B 1.096 0.702 -1.175
C -1.972 0.237 0.790
C -1.615 -0.937 0.246
C -0.855 0.966 1.470
C -0.269 -1.413 0.016
C 0.758 -0.462 0.433
N 0.321 0.495 1.434
O 0.142 0.604 -2.050
O 2.200 1.501 -1.228
O 1.936 -1.007 0.798
H -3.025 0.540 1.168
H -2.598 -1.549 0.028
H -1.065 1.730 2.286
H -0.140 -2.362 0.593
H -0.036 -1.746 -1.015
H -0.153 1.174 -2.759
H 2.663 1.849 -1.990
H 2.613 -0.321 0.955
```

Summary:
Relative energy (zero: lowest compared OMol25 entry of this formula, charge and spin) = 1.948 eV

***

Here is an isolated molecule of C5H8BrClO in a non-equilibrium geometry from the Open Molecules 2025 dataset. Energies are from ωB97M-V/def2-TZVPD.

XYZ file:
```
16
C5H8BrClO ωB97M-V/def2-TZVPD
C -1.187 -0.531 1.494
C -0.172 -0.131 0.562
C -2.278 -0.637 0.437
C 0.547 -1.071 -0.371
C 0.835 1.777 -0.514
O -0.033 1.245 0.453
Cl -2.537 -2.163 -0.444
Br -3.342 0.916 0.033
H -1.081 -1.534 1.920
H -1.533 0.282 2.077
H 1.535 -0.671 -0.625
H -0.014 -1.267 -1.207
H 0.653 -1.997 0.077
H 0.427 1.608 -1.476
H 1.770 1.144 -0.435
H 1.057 2.717 -0.207
```

Summary:
Relative energy (zero: lowest compared OMol25 entry of this formula, charge and spin) = 2.995 eV

***

Here is an isolated molecule of C5H8BrClO in a non-equilibrium geometry from the Open Molecules 2025 dataset. Energies are from ωB97M-V/def2-TZVPD.

XYZ file:
```
16
C5H8BrClO ωB97M-V/def2-TZVPD
C 1.447 -0.598 -0.383
C 0.305 0.043 0.287
C 1.380 -1.301 -1.982
C 0.080 1.513 0.146
C -1.768 -0.297 1.485
O -0.529 -0.770 0.894
Cl 1.651 -0.116 -3.217
Br -0.407 -2.076 -2.165
H 2.261 0.100 -0.390
H 1.570 -1.524 0.118
H 0.937 1.971 0.482
H -0.809 1.797 0.655
H 0.204 1.819 -0.869
H -1.737 -0.125 2.514
H -2.488 -1.057 1.270
H -2.098 0.623 1.155
```

Summary:
2S+1 = 3
Relative energy (zero: lowest compared OMol25 entry of this formula, charge and spin) = 0.000 eV

***

Here is a structure of composition C5H8BrF6LiO7S2 in a non-equilibrium geometry from the Open Molecules 2025 dataset. Energies are from ωB97M-V/def2-TZVPD.

XYZ file:
```
30
C5H8BrF6LiO7S2 ωB97M-V/def2-TZVPD
Li -2.417 -1.861 -1.332
Br -4.991 -3.684 -4.135
C 0.006 4.779 -4.434
F 1.250 4.748 -3.902
F -0.889 5.326 -3.605
F 0.150 5.643 -5.478
S -0.712 3.125 -5.043
O -1.864 3.527 -5.899
O 0.478 2.588 -5.746
O -1.051 2.330 -3.842
C 5.110 -2.014 -0.991
F 5.344 -2.716 0.127
F 4.655 -0.779 -0.561
F 6.292 -1.839 -1.612
S 3.801 -2.900 -2.194
O 3.969 -2.315 -3.572
O 4.032 -4.330 -2.244
O 2.449 -2.680 -1.654
C -3.146 -0.108 5.396
C -2.242 -0.422 4.227
C -0.736 -0.842 4.536
O -2.794 -1.397 3.390
H -4.063 0.371 5.055
H -2.842 0.676 6.090
H -3.316 -1.005 5.992
H -2.208 0.474 3.607
H -0.133 0.028 4.795
H -0.098 -1.253 3.753
H -0.635 -1.552 5.357
H -3.402 -1.919 3.919
```

Summary:
DFT total energy = -127871.6184 eV
Total charge = -2

***

Here is an isolated molecule of C5H8BrN in a non-equilibrium geometry from the Open Molecules 2025 dataset. Energies are from ωB97M-V/def2-TZVPD.

XYZ file:
```
15
C5H8BrN ωB97M-V/def2-TZVPD
C 0.915 -1.693 1.043
C 1.240 -0.558 0.526
C 0.226 0.867 0.649
C -1.140 -0.305 -1.184
C -0.535 1.071 -0.588
N 0.326 1.671 1.598
Br 2.782 -0.287 -0.622
H 1.480 -2.641 0.895
H 0.005 -1.887 1.631
H -1.238 -1.105 -0.399
H -0.428 -0.683 -1.889
H -2.135 -0.053 -1.491
H 0.189 1.313 -1.383
H -1.354 1.833 -0.341
H -0.332 2.458 1.555
```

Summary:
2S+1 = 3
Relative energy (zero: lowest compared OMol25 entry of this formula, charge and spin) = 1.863 eV

***

Here is the ion C5H8BrN2 with charge +1 in a non-equilibrium geometry from the Open Molecules 2025 dataset. Energies are from ωB97M-V/def2-TZVPD.

XYZ file:
```
16
C5H8BrN2 ωB97M-V/def2-TZVPD
C -1.652 -1.556 0.140
C -0.389 -1.997 0.292
C 1.100 -0.172 -0.350
C 1.414 2.162 0.433
C 1.237 1.083 -0.630
N -1.989 -0.268 -0.212
N 0.887 -1.401 -0.088
Br -3.655 0.531 -0.078
H -2.441 -2.251 0.550
H -0.203 -3.007 0.329
H 2.486 2.671 0.400
H 1.204 1.824 1.464
H 0.648 2.907 0.178
H 1.108 1.359 -1.746
H -1.417 -0.017 -1.001
H 1.662 -1.869 0.319
```

Summary:
Relative energy (zero: lowest compared OMol25 entry of this formula, charge and spin) = 4.940 eV
SMILES = CC=C=[NH+]/C=C\NBr
Total charge = +1

***

Here is an isolated molecule of C5H8BrP in a non-equilibrium geometry from the Open Molecules 2025 dataset. Energies are from ωB97M-V/def2-TZVPD.

XYZ file:
```
15
C5H8BrP ωB97M-V/def2-TZVPD
C -0.718 -0.267 -0.170
C 0.707 0.370 -0.228
C -1.222 -1.555 0.577
C 1.674 -0.554 -0.391
C 1.147 1.787 -0.122
P -1.998 0.050 1.137
Br -4.041 -0.002 0.087
H -1.143 -0.106 -1.096
H -1.781 -2.255 0.062
H -0.713 -2.018 1.402
H 1.546 -1.613 -0.627
H 2.744 -0.299 -0.413
H 0.441 2.418 0.380
H 1.311 2.215 -1.076
H 2.047 1.828 0.476
```

Summary:
Relative energy (zero: lowest compared OMol25 entry of this formula, charge and spin) = 1.050 eV
SMILES = C=C(C)[C@H]1CP1Br

***

Here is a structure of composition C5H8Cl2Si in a non-equilibrium geometry from the Open Molecules 2025 dataset. Energies are from ωB97M-V/def2-TZVPD.

XYZ file:
```
16
C5H8Cl2Si ωB97M-V/def2-TZVPD
C 0.670 1.100 1.116
C 1.235 0.560 0.046
C -0.807 1.087 1.402
C 0.498 -0.138 -1.032
C 0.869 -1.588 -1.234
Si -1.714 0.071 0.074
Cl -3.215 1.066 -0.839
Cl -2.389 -1.740 0.668
H 1.282 1.602 1.859
H 2.312 0.613 -0.067
H -0.960 0.698 2.413
H -1.168 2.118 1.406
H 0.484 0.430 -1.960
H 0.604 -2.188 -0.366
H 1.945 -1.686 -1.391
H 0.355 -2.005 -2.097
```

Summary:
Relative energy (zero: lowest compared OMol25 entry of this formula, charge and spin) = 0.708 eV

***

Here is a cluster of 2 separate species, C5H8ClI in total in a non-equilibrium geometry from the Open Molecules 2025 dataset. Energies are from ωB97M-V/def2-TZVPD.

XYZ file:
```
15
C5H8ClI ωB97M-V/def2-TZVPD
C 0.230 0.725 0.014
C 1.320 0.170 0.366
C -0.334 1.929 -0.585
C 1.884 -1.100 0.847
C -2.286 -1.393 -0.313
Cl 2.881 1.266 -0.026
I -3.624 0.170 -0.083
H -1.354 1.859 -0.224
H 0.319 2.781 -0.115
H -0.274 1.918 -1.652
H 2.555 -1.568 0.093
H 0.988 -1.761 0.919
H 2.448 -0.973 1.790
H -2.678 -2.227 0.362
H -2.073 -1.796 -1.394
```

Summary:
Relative energy (zero: lowest compared OMol25 entry of this formula, charge and spin) = 4.171 eV

***

Here is a cluster of 2 separate species, C5H8ClNO in total in a non-equilibrium geometry from the Open Molecules 2025 dataset. Energies are from ωB97M-V/def2-TZVPD.

XYZ file:
```
16
C5H8ClNO ωB97M-V/def2-TZVPD
C 2.011 0.922 0.000
C 2.407 -0.437 1.950
C -1.766 1.188 -0.701
C -1.667 -1.134 -0.877
C 2.210 -0.302 0.645
N 1.770 1.932 -0.452
O -0.967 0.086 -1.011
Cl 2.241 -1.644 -0.570
H 2.450 0.392 2.714
H -2.608 -0.931 -0.275
H 2.642 -1.272 2.612
H -1.794 1.417 0.438
H -2.822 1.252 -1.045
H -1.030 1.991 -1.085
H -1.044 -1.978 -0.464
H -2.034 -1.482 -1.878
```

Summary:
Relative energy (zero: lowest compared OMol25 entry of this formula, charge and spin) = 3.573 eV
SMILES = C=C(Cl)C#N.COC

***

Here is a structure of composition C5H8CsO5 in a non-equilibrium geometry from the Open Molecules 2025 dataset. Energies are from ωB97M-V/def2-TZVPD.

XYZ file:
```
19
C5H8CsO5 ωB97M-V/def2-TZVPD
O 2.280 0.809 -1.212
C 2.717 0.728 0.064
C 2.217 -0.502 -1.799
O 3.032 1.691 0.708
O 2.934 -0.535 0.409
C 2.437 -1.423 -0.601
H 3.005 -0.576 -2.557
H 1.231 -0.627 -2.259
H 1.497 -1.853 -0.241
H 3.188 -2.199 -0.783
O -3.474 0.814 -0.423
O -1.277 0.981 1.321
C -3.607 0.443 0.905
C -2.261 0.032 1.532
H -4.324 -0.403 1.052
H -4.007 1.283 1.531
H -1.980 -0.958 1.081
H -2.438 -0.181 2.616
Cs -1.170 2.474 -1.345
```

Summary:
Relative energy (zero: lowest compared OMol25 entry of this formula, charge and spin) = 0.831 eV
Total charge = -1

***

Here is a structure of composition C5H8ErFO4 in a non-equilibrium geometry from the Open Molecules 2025 dataset. Energies are from ωB97M-V/def2-TZVPD.

XYZ file:
```
19
C5H8ErFO4 ωB97M-V/def2-TZVPD
C -1.271 1.166 -0.677
O -0.657 0.114 0.067
C -2.231 0.589 -1.690
H -1.781 1.788 0.070
H -0.502 1.797 -1.146
H -2.667 1.413 -2.270
H -1.728 -0.100 -2.381
H -3.041 0.043 -1.191
C 0.100 -1.487 0.698
O 1.313 -0.232 1.189
C 1.210 0.414 -0.005
C 1.431 -0.716 -1.008
O 0.792 -1.845 -0.387
O -0.037 -2.189 1.684
F 2.139 0.147 5.938
H 1.783 1.349 -0.007
H 0.940 -0.459 -1.955
H 2.493 -0.931 -1.168
Er 1.715 -0.860 4.237
```

Summary:
2S+1 = 4
DFT total energy = -43819.2948 eV
Total charge = +2

***

Number 4 is which compound?
C5H8BrF6LiO7S2